No. 1
C9H14 | the ωB97M-V functional and the def2-TZVPD basis

The expectation value of S² is 0.7507. The calculation puts the molar mass at 122.2 g mol⁻¹. Its charge is -1. Its multiplicity is 2. The energy relative to the best compared isomer or geometry (same formula, charge and spin) comes out at 6.4 kcal per mole.

Atoms and positions in Å:
1 C 1.309138 1.878029 1.069962
2 C 0.980208 -1.394869 2.934088
3 C 1.180240 -2.360573 1.931187
4 C 0.911054 -0.053657 2.672490
5 C 1.253629 0.405419 1.377500
6 C 1.351268 -1.908625 0.633644
7 C 1.373543 -0.539410 0.374397
8 H 0.803040 -1.793635 3.925433
9 H 1.042246 -3.384786 2.247060
10 H 0.635419 0.661479 3.429312
11 H 1.598346 -2.586848 -0.170531
12 H 0.487168 2.383592 1.567975
13 H 1.191426 2.025753 -0.007429
14 H 1.556132 -0.178258 -0.628989
15 H 2.303765 2.272358 1.288285
16 C -2.929997 0.377779 -2.529892
17 C -1.592501 0.776186 -3.135899
18 H -3.528779 -0.206482 -3.215314
19 H -2.792321 -0.167887 -1.602885
20 H -3.484096 1.258386 -2.215226
21 H -1.663065 1.008852 -4.199053
22 H -0.880072 -0.057704 -3.156347
23 H -1.105791 1.584901 -2.589769

Cartesian forces, eV/Å:
C 0.27 -0.79 -0.65
C -0.55 -1.11 0.02
C -0.27 0.96 0.55
C 0.73 0.28 -0.86
C -0.92 0.19 0.48
C 0.35 -0.06 0.06
C 0.63 -0.20 0.02
H -0.14 0.23 0.19
H 0.42 -0.25 -0.40
H 0.17 0.16 0.22
H -0.37 -0.14 -0.15
H 0.13 0.44 0.26
H -0.16 0.07 -0.02
H 0.01 -0.06 -0.11
H -0.27 0.26 0.40
C 0.28 0.46 0.36
C 0.48 -0.62 -0.39
H -0.20 -0.20 -0.11
H 0.12 -0.36 0.08
H -0.27 0.20 -0.26
H -0.27 0.53 -0.01
H -0.11 -0.02 0.38
H -0.07 0.02 -0.08


No. 2
C9H7MgNO3 | the ωB97M-V functional and the def2-TZVPD basis

The calculation puts the molar mass at 201.5 g mol⁻¹. Its charge is +2. The energy relative to the best compared isomer or geometry (same formula, charge and spin) comes out at 4.6 kcal per mole.

Atoms and positions in Å:
1 O 2.366919 -0.774862 1.996915
2 C 1.531238 -0.758497 1.213344
3 Mg -0.673922 -0.021026 -0.280617
4 C -1.264953 -2.088732 -0.864478
5 C 0.643218 1.010233 -1.723050
6 O -1.639493 -3.122059 -1.232905
7 O 1.262266 1.673903 -2.435861
8 N -0.908916 1.496790 1.238058
9 C -2.209177 2.001797 1.669929
10 C -2.731357 1.503391 2.859176
11 C -3.692297 2.273238 3.519373
12 C -4.172670 3.453109 2.929602
13 C -3.758005 3.820469 1.633986
14 C -2.800959 3.042708 0.966011
15 H -0.361905 1.220322 2.063926
16 H -0.394265 2.280948 0.819943
17 H -2.377867 0.570320 3.295508
18 H -4.078755 1.985715 4.499421
19 H -4.868149 4.114389 3.461198
20 H -4.171965 4.701089 1.135568
21 H -2.464575 3.270521 -0.051562

Cartesian forces, eV/Å:
O -2.80 -0.04 -2.69
C 2.50 0.09 2.44
Mg 0.19 0.30 1.34
C -2.18 -5.51 -2.08
C 3.02 3.32 -3.80
O 1.99 5.24 1.94
O -2.77 -3.10 3.29
N 0.81 -1.03 -1.26
C -0.66 -0.05 0.42
C -0.14 0.60 0.25
C -0.48 0.30 -0.30
C 0.30 0.23 -0.43
C -0.20 -0.54 0.06
C 0.14 0.31 0.46
H -0.32 0.26 -0.24
H -0.14 -0.03 0.42
H 0.20 0.29 0.08
H 0.19 -0.07 -0.37
H 0.29 -0.48 -0.20
H 0.09 -0.36 0.25
H -0.02 0.27 0.42


No. 3
C9H14N2O | the ωB97M-V functional and the def2-TZVPD basis

The calculation puts the molar mass at 166.2 g mol⁻¹. Its charge is 0. The energy relative to the best compared isomer or geometry (same formula, charge and spin) comes out at 141.0 kcal per mole.

Atoms and positions in Å:
1 C -0.196139 -0.753393 -1.477482
2 C 0.511064 -2.163257 -1.390271
3 C -0.980779 -1.047128 1.024181
4 C -0.753848 -0.114382 -0.288069
5 C 0.358353 -0.567763 1.497838
6 C 0.272694 0.691217 0.593773
7 C 1.479590 -2.108244 -0.327707
8 C 1.484293 1.431988 0.016389
9 C -0.512765 1.724626 1.254988
10 N 1.355180 -1.424345 0.865276
11 N 2.529219 -1.964878 1.249053
12 O 2.657367 -2.657822 0.069673
13 H 0.471924 -0.120278 -2.014723
14 H -0.908497 -0.993325 -2.199703
15 H -0.240334 -2.870096 -1.090734
16 H 0.971470 -2.433358 -2.358136
17 H -1.806678 -0.620127 1.603835
18 H -1.146169 -2.044002 0.830160
19 H -1.762573 0.123889 -0.459036
20 H 0.514138 -0.434274 2.538660
21 H 1.372534 2.515665 0.135554
22 H 1.775541 1.109730 -0.981569
23 H 2.258748 1.273425 0.682931
24 H -1.048616 2.477111 0.724075
25 H 0.049211 2.187213 2.120613
26 H -1.341884 1.261602 1.707490

Cartesian forces, eV/Å:
C 1.64 -2.35 -1.27
C 0.05 0.76 -0.44
C -0.10 2.63 -1.05
C 0.20 -1.94 2.43
C 1.41 0.03 -1.41
C -0.97 0.81 -1.40
C -0.07 1.68 2.17
C -1.03 -0.36 -0.51
C -0.40 1.24 3.41
N 1.15 -2.47 -2.47
N 1.58 0.61 3.32
O -1.70 0.65 -0.91
H 0.67 0.78 -0.18
H -1.84 0.05 -1.10
H -0.62 -0.74 -0.42
H -0.40 0.09 0.41
H 0.25 -0.31 -0.12
H -0.13 -2.35 -0.08
H -0.96 2.06 -0.73
H 0.63 -0.07 0.96
H -0.41 -0.19 -0.78
H 0.10 0.24 0.06
H 2.08 -0.82 1.17
H 0.51 0.79 -1.23
H -0.44 -0.16 -0.96
H -1.18 -0.67 1.14


No. 4
C46H60FHgN9O5 | the ωB97M-V functional and the def2-TZVPD basis

The expectation value of S² is 0.7580. The calculation puts the molar mass at 1038.6 g mol⁻¹. Its charge is +1. Its multiplicity is 2. The energy relative to the best compared isomer or geometry (same formula, charge and spin) comes out at 0.0 kcal per mole.

Atoms and positions in Å:
1 Hg -13.790138 -2.361025 23.321088
2 C -9.606061 -6.324166 18.243268
3 C -9.915383 -7.371138 19.342384
4 N -9.779656 -6.717171 20.687883
5 C -10.831328 -6.049255 21.087174
6 C -10.910030 -5.161309 22.104539
7 C -12.176488 -4.470076 22.589697
8 O -13.264936 -5.049473 22.581285
9 O -12.009690 -3.251078 22.982774
10 C -9.687453 -4.820913 22.872213
11 O -9.715664 -4.016378 23.780001
12 C -8.526064 -5.597447 22.454487
13 C -7.297760 -5.371123 23.109880
14 C -6.206124 -6.056620 22.739105
15 F -5.078095 -5.938604 23.483144
16 C -6.218450 -7.021467 21.711956
17 C -7.429433 -7.214044 21.071867
18 C -8.581715 -6.545700 21.408368
19 N -5.023022 -7.507122 21.152906
20 C -4.070315 -8.021087 22.168204
21 C -2.832670 -8.519209 21.521058
22 N -2.186711 -7.375943 20.775821
23 C -3.208370 -6.848308 19.772811
24 C -4.437154 -6.364953 20.382155
25 H -9.590739 -6.791556 17.275141
26 H -8.561642 -6.014449 18.345974
27 H -10.255297 -5.435426 18.162443
28 H -9.193711 -8.193326 19.190438
29 H -10.874921 -7.808544 19.320875
30 H -11.731557 -6.294267 20.497350
31 H -7.391070 -4.714079 23.917840
32 H -7.261505 -7.916318 20.260753
33 H -4.468553 -8.950630 22.670655
34 H -3.769096 -7.269952 22.885111
35 H -3.046643 -9.197201 20.717330
36 H -2.072004 -8.963263 22.213130
37 H -1.333539 -7.583892 20.283787
38 H -1.940768 -6.638054 21.476414
39 H -3.340644 -7.651350 19.087278
40 H -2.737326 -6.028279 19.284418
41 H -5.155863 -6.169769 19.623942
42 H -4.315837 -5.457472 20.994166
43 C -15.057714 0.725090 25.624482
44 C -15.926656 -0.491582 25.825099
45 C -16.585412 -0.707096 27.013321
46 C -17.419731 -1.761476 27.244590
47 C -17.685060 -2.596589 26.158272
48 C -17.054632 -2.428321 24.916705
49 C -17.333462 -3.416178 23.866769
50 C -16.145524 -1.356521 24.761645
51 N -15.434612 -1.130691 23.568850
52 C -15.958212 -0.460947 22.521340
53 C -17.336408 0.125739 22.700100
54 C -15.246091 -0.366700 21.219135
55 C -15.949923 0.382350 20.132810
56 N -14.078809 -0.926471 21.189755
57 C -13.197478 -0.691638 20.131417
58 C -12.690570 0.629515 19.961972
59 C -13.165088 1.843734 20.779479
60 C -11.695435 0.877173 19.033993
61 C -11.158080 -0.187286 18.311093
62 C -11.705539 -1.472877 18.394360
63 C -12.700174 -1.744225 19.337124
64 C -13.228258 -3.160570 19.483502
65 H -14.427301 0.748510 26.524995
66 H -15.704099 1.622306 25.542804
67 H -14.388231 0.707806 24.728984
68 H -16.361926 -0.121089 27.856692
69 H -17.938429 -1.913409 28.171588
70 H -18.430652 -3.461686 26.219660
71 H -18.419848 -3.721902 23.853291
72 H -16.631365 -4.298916 23.971701
73 H -17.142696 -3.024830 22.891194
74 H -17.209392 1.174311 22.515951
75 H -17.869830 -0.085096 23.621336
76 H -17.899690 -0.216324 21.861379
77 H -15.936966 1.461859 20.326896
78 H -16.970491 0.062583 19.997593
79 H -15.367094 0.202190 19.171243
80 H -12.594625 2.705864 20.492774
81 H -12.938633 1.681541 21.903734
82 H -14.265707 2.071617 20.745126
83 H -11.220104 1.811668 19.090887
84 H -10.389248 -0.003736 17.611509
85 H -11.402814 -2.271425 17.708954
86 H -14.039926 -3.400998 18.794165
87 H -13.635737 -3.413384 20.460844
88 H -12.435865 -3.861940 19.248206
89 O -11.185271 -0.201305 22.714698
90 H -12.110348 -0.517985 22.570010
91 H -10.894012 -0.818608 23.372392
92 C -17.621990 -6.657779 19.483563
93 C -16.172746 -6.356326 20.127990
94 C -15.760430 -7.221426 21.294036
95 C -16.097715 -4.977058 20.692112
96 C -15.156737 -6.554277 19.058728
97 N -14.367467 -6.623612 18.238510
98 H -18.297972 -6.851474 20.274215
99 H -17.549846 -7.525848 18.784321
100 H -17.923000 -5.752152 18.904362
101 H -16.544915 -7.160020 22.052941
102 H -14.813811 -6.940667 21.674436
103 H -15.829017 -8.299041 20.957206
104 H -16.906329 -4.902357 21.355758
105 H -16.115714 -4.164998 19.946964
106 H -15.226178 -4.811828 21.328404
107 C -6.150870 -2.767101 16.872954
108 N -7.151228 -2.487375 17.907278
109 C -7.541904 -1.219171 18.202942
110 C -8.300129 -0.972480 19.273003
111 C -8.698853 -2.091157 20.099612
112 N -8.347883 -3.314932 19.839803
113 C -7.534202 -3.541682 18.777692
114 O -7.069353 -4.652890 18.523380
115 N -9.524930 -1.889242 21.164304
116 H -5.763862 -1.804212 16.564789
117 H -6.557967 -3.440800 16.091900
118 H -5.377213 -3.395682 17.328342
119 H -7.158231 -0.559631 17.472838
120 H -8.596151 0.078832 19.447578
121 H -9.774975 -0.976656 21.487985
122 H -9.495161 -2.665282 21.837731

Cartesian forces, eV/Å:
Hg -0.85 0.77 -0.56
C 0.28 -0.31 0.13
C 2.00 1.13 -0.22
N 2.07 -1.12 -0.28
C -3.03 0.56 -0.08
C 0.68 1.10 1.49
C 0.16 -1.35 -0.95
O 0.30 0.32 -0.04
O 0.15 0.01 0.01
C -1.99 -0.91 -1.09
O 1.21 0.48 0.72
C 1.10 -0.55 -0.49
C -1.89 -0.66 -0.90
C 0.38 -1.03 0.31
F 0.27 0.69 0.08
C -1.56 1.49 0.76
C 2.14 -1.15 -0.64
C -1.19 0.84 -0.27
N 1.11 -0.01 0.44
C -0.52 -1.18 -0.01
C 1.80 -0.41 -0.57
N -0.88 1.46 1.15
C 1.95 0.47 -0.10
C -0.93 -1.37 1.74
H -0.44 -0.48 -0.53
H -0.37 0.26 0.36
H 0.12 -0.48 0.48
H -0.26 0.37 0.56
H -1.20 -0.28 -0.16
H 0.28 0.39 0.41
H 0.47 0.99 1.19
H -0.92 0.10 -0.22
H -0.07 1.30 -0.25
H -0.17 -0.01 0.47
H -0.21 -0.79 -0.14
H -0.83 0.44 -0.47
H 0.41 -0.52 -0.16
H -0.28 -0.48 -0.72
H -0.33 -0.61 -0.56
H 0.57 0.56 -0.67
H -0.54 0.58 -0.84
H 0.14 -0.16 -0.04
C 0.41 0.08 0.22
C 0.06 0.35 -1.21
C 0.49 -0.19 0.66
C -0.83 -0.93 -1.50
C -0.86 -1.22 -0.24
C 0.11 0.71 1.34
C -0.35 -1.49 -0.56
C -0.96 -0.44 0.71
N 0.87 -1.04 -0.65
C 0.13 -0.44 -0.84
C 0.99 -0.06 -0.71
C -2.10 0.17 3.16
C 1.59 -0.10 -1.51
N 0.69 -0.52 -0.25
C 0.80 0.72 -0.55
C -0.90 0.39 0.29
C -0.48 -1.31 2.03
C 0.11 -2.15 0.63
C -1.22 -0.37 -0.15
C -0.16 0.58 0.18
C -0.37 -0.10 0.29
C -0.04 0.15 -0.19
H -0.06 0.68 -0.28
H 0.52 -0.32 0.23
H -0.70 -0.21 0.75
H 0.30 1.16 0.80
H 0.05 0.04 0.35
H 1.15 1.33 0.15
H 1.24 -0.02 0.26
H -0.99 0.62 -0.06
H 0.20 0.37 -0.77
H -0.35 0.90 0.29
H 0.31 0.02 0.04
H -0.89 -0.33 -0.49
H -0.25 -0.26 -0.10
H -0.30 -0.15 -0.04
H -0.89 0.35 1.04
H 0.10 0.48 -0.23
H -0.32 0.15 -1.64
H 1.33 -0.20 -0.22
H 0.46 1.23 -0.50
H 0.77 0.17 -0.65
H 0.17 0.28 0.36
H -0.02 0.26 -0.21
H 0.23 0.28 0.16
H 0.20 -0.20 0.04
O -1.40 0.14 -0.29
H 0.87 0.63 -0.40
H 0.57 -0.58 0.79
C 2.41 0.49 -0.93
C -0.24 -0.52 -1.29
C -2.21 -2.85 -0.81
C 0.87 1.63 -0.81
C -1.04 0.65 0.98
N 0.87 -0.24 -0.78
H -0.83 -0.19 0.72
H -0.18 0.64 0.65
H 0.11 -0.76 0.44
H 0.24 0.26 0.23
H 0.93 0.07 0.40
H 0.60 0.91 0.53
H -1.46 0.45 0.82
H -0.26 -0.30 0.20
H 0.21 -0.23 -0.28
C -0.48 -1.09 0.65
N -0.37 -0.79 0.83
C 0.34 -1.48 -0.18
C -0.40 1.36 0.37
C -1.21 1.73 0.62
N 0.66 -0.66 -0.56
C 0.63 -0.24 -0.48
O 0.40 -0.17 0.05
N 1.42 -1.36 -0.50
H 0.12 -0.15 -0.55
H 0.04 0.91 0.10
H 0.12 0.43 0.00
H 0.00 1.32 -0.26
H 0.05 -0.99 0.23
H -0.25 0.33 0.04
H -0.49 0.77 -0.33